4 unconnected molecules or ions with the total composition C35H60F2O8. Source: the Open Molecules 2025 dataset; level of theory: ωB97M-V with the def2-TZVPD basis set.

Last column: Löwdin charge in e.
CARTESIAN COORDINATES (ANGSTROEM)
1 C 3.303535 2.481965 3.006459  -0.114
2 C 4.188745 2.242999 1.786905  -0.278
3 C 4.320464 3.483110 0.906671  -0.223
4 C 5.104083 3.272318 -0.388118  -0.209
5 C 6.563830 2.816539 -0.236375  -0.210
6 C 6.971673 1.800167 -1.307729  -0.212
7 C 6.465292 0.396366 -0.945292  -0.209
8 C 7.483249 -0.387436 -0.111643  -0.211
9 C 6.910795 -1.385553 0.892899  -0.209
10 C 6.348376 -2.677102 0.285692  -0.204
11 C 5.412169 -3.418905 1.240200  -0.195
12 C 4.013096 -2.839137 1.450981  -0.120
13 C 3.206510 -2.639399 0.183409  -0.231
14 O 3.473494 -1.356065 -0.399386  0.062
15 C 2.338804 -0.860382 -0.960039  -0.418
16 O 2.324654 0.240222 -1.396174  0.154
17 C 1.242900 -1.917921 -0.897899  -0.085
18 C -0.214983 -1.507573 -1.141491  -0.281
19 C -0.366106 -0.822935 -2.508667  -0.038
20 C -0.900731 -0.758437 0.012543  -0.157
21 C -0.389819 0.614339 0.461320  -0.220
22 C -0.554857 1.742647 -0.557992  -0.081
23 C 1.689270 -2.653133 0.370416  -0.308
24 F 1.421285 -1.821187 1.471632  0.039
25 C 1.122280 -4.055598 0.637214  -0.272
26 C 0.362613 -4.194222 1.934143  -0.005
27 F 0.294109 -4.430631 -0.424745  -0.004
28 H 3.652889 3.348816 3.575706  0.071
29 H 2.273787 2.689129 2.702141  0.069
30 H 3.292324 1.620371 3.676362  0.065
31 H 3.772564 1.425424 1.185751  0.100
32 H 5.175648 1.911930 2.126630  0.095
33 H 3.306092 3.801498 0.638056  0.112
34 H 4.758995 4.301443 1.492198  0.114
35 H 4.553934 2.543552 -0.993115  0.106
36 H 5.098092 4.209552 -0.953834  0.109
37 H 7.229075 3.684437 -0.253542  0.107
38 H 6.702844 2.342260 0.742165  0.095
39 H 8.060998 1.784601 -1.410698  0.105
40 H 6.553694 2.108808 -2.270577  0.108
41 H 5.539694 0.499114 -0.367174  0.090
42 H 6.182833 -0.162371 -1.841871  0.112
43 H 8.163325 -0.925596 -0.784567  0.116
44 H 8.104429 0.325684 0.441539  0.107
45 H 6.145810 -0.899468 1.510514  0.106
46 H 7.720085 -1.662357 1.578630  0.111
47 H 5.877268 -2.475880 -0.682277  0.107
48 H 7.187222 -3.350506 0.079495  0.113
49 H 5.907500 -3.448509 2.217205  0.116
50 H 5.307306 -4.462419 0.920785  0.111
51 H 3.456618 -3.536778 2.087834  0.118
52 H 4.049483 -1.894261 1.997604  0.127
53 H 3.458227 -3.410514 -0.558921  0.172
54 H 1.528696 -2.618692 -1.699504  0.178
55 H -0.752811 -2.455078 -1.226907  0.131
56 H 0.345118 -0.012667 -2.644177  0.062
57 H -1.373927 -0.418204 -2.612074  0.071
58 H -0.201901 -1.544952 -3.315434  0.085
59 H -0.890315 -1.422172 0.886875  0.079
60 H -1.951298 -0.646295 -0.279884  0.105
61 H 0.649798 0.556625 0.796349  0.095
62 H -0.976189 0.872986 1.351769  0.099
63 H 0.180674 1.674735 -1.358636  0.055
64 H -1.548265 1.717303 -1.009941  0.056
65 H -0.419522 2.714111 -0.076529  0.073
66 H 1.954850 -4.767953 0.623937  0.151
67 H -0.104788 -5.179256 1.958414  0.093
68 H 1.043647 -4.105272 2.781910  0.092
69 H -0.403180 -3.425180 2.029147  0.058
70 O -3.689157 0.425107 -1.934957  0.099
71 C -4.343836 1.328663 -1.493848  -0.478
72 C -5.604928 1.262058 -0.668531  -0.071
73 C -6.152363 2.684787 -0.747035  -0.141
74 C -4.865228 3.485011 -0.937189  -0.144
75 O -3.981627 2.619476 -1.672221  0.018
76 H -5.312133 0.997500 0.350527  0.106
77 H -6.278245 0.506222 -1.059246  0.110
78 H -6.712958 2.995060 0.131676  0.119
79 H -6.794279 2.788471 -1.621937  0.100
80 H -4.385931 3.725907 0.014042  0.127
81 H -4.988285 4.398592 -1.514603  0.121
82 O -8.760432 0.731274 -1.337913  0.123
83 C -9.199587 1.072070 -2.396677  -0.483
84 C -10.645888 1.253025 -2.815107  -0.073
85 C -10.561901 1.288687 -4.339874  -0.149
86 C -9.158321 1.846694 -4.558922  -0.148
87 O -8.389063 1.378400 -3.437083  0.016
88 H -10.996703 2.197936 -2.395485  0.132
89 H -11.253626 0.448560 -2.410835  0.125
90 H -11.331552 1.889680 -4.818441  0.114
91 H -10.622348 0.275506 -4.738343  0.118
92 H -9.142077 2.938604 -4.549767  0.127
93 H -8.673728 1.492231 -5.464533  0.125
94 O -4.145120 0.931113 2.356873  0.114
95 C -3.653556 -0.086480 2.747884  -0.484
96 C -4.126598 -1.510288 2.525380  -0.068
97 C -3.341372 -2.302292 3.568304  -0.140
98 C -2.084816 -1.448259 3.716445  -0.149
99 O -2.512590 -0.098693 3.474126  0.023
100 H -3.858423 -1.788812 1.503765  0.130
101 H -5.206856 -1.565074 2.626938  0.127
102 H -3.120489 -3.327765 3.280678  0.112
103 H -3.888631 -2.321713 4.511516  0.117
104 H -1.326946 -1.701440 2.972054  0.091
105 H -1.636457 -1.482872 4.706051  0.128

Forces on atoms 1 to 2 (eV/Å):
-0.05 0.13 -0.08
0.05 -0.10 0.01

Strongest force on any atom   0.9 eV Å⁻¹
SMILES   CCCCCCCCCCCC[C@@H]1OC(=O)[C@H]([C@H](C)CCC)[C@@]1(F)[C@@H](C)F.O=C1CCCO1.O=C1CCCO1.O=C1CCCO1
Net charge   0
Total energy   -59085.7335 eV
Highest occupied orbital energy   -9.67 eV

=====

3 unconnected molecules or ions with the total composition C6H10O. Source: the Open Molecules 2025 dataset; level of theory: ωB97M-V with the def2-TZVPD basis set.

Last column: Löwdin charge in e.
CARTESIAN COORDINATES (ANGSTROEM)
1 C -0.108906 -0.534097 2.084643  -0.042
2 C -0.048406 0.046130 0.701996  -0.273
3 C -0.738369 1.154497 0.222417  -0.092
4 C -0.580527 1.234185 -1.174963  -0.192
5 C 0.697361 0.486136 -1.492409  -0.169
6 C 0.577976 -0.559746 -0.413627  -0.387
7 O 1.473515 -1.582237 -0.369536  0.057
8 H 0.847599 -0.440033 2.615948  0.083
9 H -0.375709 -1.599020 2.066068  0.083
10 H -0.867997 -0.023123 2.684444  0.078
11 H -1.444234 1.733369 0.810465  0.114
12 H -0.957306 2.047227 -1.787767  0.105
13 H -1.248195 -0.098625 -1.475373  0.122
14 H 0.769529 0.077656 -2.503260  0.125
15 H 1.567423 1.116044 -1.272829  0.136
16 H -0.816097 -0.898066 -1.166765  0.149
17 H 1.442943 -1.980943 0.510543  0.103

Forces on atoms 1 to 2 (eV/Å):
0.00 0.00 0.05
0.02 -0.02 -0.13

Strongest force on any atom   0.4 eV Å⁻¹
Net charge   0
Total energy   -8428.5029 eV
Highest occupied orbital energy   -8.42 eV

=====

2 unconnected molecules or ions with the total composition C2H3NO2S. Source: the Open Molecules 2025 dataset; level of theory: ωB97M-V with the def2-TZVPD basis set.

Last column: Löwdin spin population.
CARTESIAN COORDINATES (ANGSTROEM)
1 C -0.215445 -0.842200 2.452613  0.369
2 C 0.015325 -0.048051 -0.234427  0.805
3 N 0.279621 -1.997316 1.979522  0.095
4 O 1.492044 -2.158644 2.156837  0.119
5 O -0.497304 -2.791414 1.420927  0.120
6 S -0.574248 0.060841 3.696213  0.350
7 H -0.642701 0.860088 -0.159365  0.044
8 H 1.098523 0.047089 -0.043734  0.046
9 H -0.586119 -0.861301 -0.572226  0.051

Forces on atoms 1 to 2 (eV/Å):
-0.50 1.95 2.35
-0.73 2.35 -0.19

Strongest force on any atom   3.1 eV Å⁻¹
Net charge   0
Total energy   -18534.7496 eV
Highest occupied orbital energy (alpha / beta)   -8.38 / -11.27 eV
Spin multiplicity   3

=====

3 unconnected molecules or ions with the total composition C35H31N2O9P. Source: the Open Molecules 2025 dataset; level of theory: ωB97M-V with the def2-TZVPD basis set.

Last column: Löwdin charge in e.
CARTESIAN COORDINATES (ANGSTROEM)
1 C -0.130620 -2.265087 -6.894850  0.043
2 C -0.495902 -1.011644 -6.723965  -0.255
3 O 0.212239 0.030547 -7.290701  -0.122
4 P 0.800871 1.256472 -6.440686  0.387
5 O 0.455962 2.560893 -6.980531  -0.209
6 O 2.356382 0.996283 -6.444103  -0.148
7 C 2.945522 -0.296944 -6.233329  -0.196
8 C 4.023417 -0.201994 -5.157279  -0.087
9 C 4.217084 -1.548833 -4.510253  -0.536
10 N 3.854831 -1.694905 -3.164212  0.142
11 O 4.657473 -2.474402 -5.126554  0.098
12 O 0.229554 1.124116 -4.953340  -0.182
13 N 0.738997 0.055807 -4.134237  -0.043
14 C -0.365534 -0.524001 -3.376607  -0.249
15 C 0.068627 -0.859741 -1.953476  -0.068
16 H -0.771524 -3.078448 -6.591770  0.064
17 H 0.807939 -2.494273 -7.382416  0.072
18 H -1.380336 -0.741601 -6.163129  0.116
19 H 3.405617 -0.608402 -7.169263  0.137
20 H 2.202183 -1.043786 -5.972867  0.093
21 H 4.956802 0.167358 -5.577686  0.129
22 H 3.698680 0.541436 -4.427067  0.108
23 H 3.094292 -2.352751 -3.047045  0.098
24 H 3.611207 -0.814117 -2.733266  0.070
25 H 1.387808 0.496846 -3.491917  0.110
26 H -0.769329 -1.393586 -3.890532  0.098
27 H -1.162759 0.222814 -3.333154  0.120
28 H 1.128702 -1.106586 -1.896851  0.057
29 H -0.512802 -1.704591 -1.588748  0.071
30 H -0.144474 -0.028405 -1.282741  0.076
31 O -0.692832 -3.765152 6.285677  0.110
32 C -0.772876 -3.553642 5.095172  -0.276
33 C -1.865110 -4.154475 4.274895  -0.081
34 C -2.814146 -4.952610 4.899781  -0.001
35 C -3.855644 -5.491265 4.164258  -0.054
36 C -3.956015 -5.233548 2.801416  -0.055
37 C -3.006815 -4.448373 2.170727  -0.002
38 C -1.955851 -3.910727 2.902123  -0.082
39 C -0.936173 -3.080150 2.202875  -0.273
40 O -0.986668 -2.882260 1.007509  0.099
41 C 0.148904 -2.470653 3.023257  -0.077
42 C 1.096795 -1.675095 2.393782  -0.003
43 C 2.088571 -1.063047 3.138053  -0.069
44 C 2.140662 -1.245708 4.516563  -0.061
45 C 1.212893 -2.058866 5.145858  -0.009
46 C 0.214846 -2.676189 4.401960  -0.080
47 H -2.729248 -5.141434 5.960680  0.121
48 H -4.595407 -6.110791 4.653208  0.108
49 H -4.776765 -5.647969 2.231546  0.108
50 H -3.071648 -4.245314 1.111051  0.120
51 H 1.042474 -1.533464 1.323583  0.116
52 H 2.818672 -0.434178 2.645706  0.115
53 H 2.909744 -0.754974 5.098386  0.112
54 H 1.249190 -2.216818 6.214989  0.122
55 O -2.366781 5.906681 3.651677  0.109
56 C -1.706437 5.077708 3.064052  -0.276
57 C -1.205356 3.856840 3.758933  -0.082
58 C -1.525412 3.658994 5.095975  0.000
59 C -1.096767 2.514552 5.747275  -0.051
60 C -0.345063 1.561705 5.066986  -0.045
61 C -0.011810 1.762609 3.739028  0.005
62 C -0.437009 2.908646 3.081746  -0.078
63 C -0.054804 3.100333 1.653466  -0.274
64 O 0.651380 2.295581 1.080140  0.092
65 C -0.574995 4.308037 0.951542  -0.084
66 C -0.265423 4.495162 -0.389536  -0.004
67 C -0.759974 5.596376 -1.066346  -0.053
68 C -1.566442 6.516736 -0.405770  -0.053
69 C -1.870147 6.341308 0.933239  -0.001
70 C -1.374283 5.239864 1.618256  -0.082
71 H -2.113503 4.403819 5.613507  0.121
72 H -1.351109 2.360550 6.787487  0.109
73 H -0.018388 0.662924 5.573446  0.098
74 H 0.575148 1.034335 3.200571  0.091
75 H 0.359918 3.771695 -0.893261  0.116
76 H -0.520342 5.738610 -2.111605  0.110
77 H -1.957499 7.373024 -0.938628  0.109
78 H -2.493365 7.052139 1.457343  0.121

Forces on atoms 1 to 2 (eV/Å):
0.23 -0.06 -0.25
-0.21 -0.26 0.01

Strongest force on any atom   1.1 eV Å⁻¹
SMILES   C=CO[P@](=O)(OCCC(N)=O)ONCC.O=C1c2ccccc2C(=O)c2ccccc21.O=C1c2ccccc2C(=O)c2ccccc21
Net charge   0
Total energy   -67496.3173 eV
Highest occupied orbital energy   -9.96 eV

=====

> Look up the strongest force on any atom of the fourth one.

1.1 eV Å⁻¹

=====

> Among the records above, which one has the lowest strongest force on any atom?

C6H10O